{
  "formula": "C41H91F5N2O41P6",
  "method": "the ωB97M-V functional and the def2-TZVPD basis",
  "molar_mass_g_mol": 1549.0,
  "homo_lumo_gap_ha": 0.3420,
  "e_homo_ha": -0.33896,
  "total_energy_ev": -200247.460,
  "spin_multiplicity": 1,
  "symbols": ["C", "C", "C", "O", "C", "N", "H", "H", "H", "H", "H", "H", "H", "H", "H", "H", "H", "C", "C", "C", "O", "C", "N", "H", "H", "H", "H", "H", "H", "H", "H", "H", "H", "H", "C", "O", "P", "O", "O", "C", "O", "C", "H", "H", "H", "H", "H", "H", "H", "H", "H", "C", "O", "P", "O", "O", "C", "O", "C", "H", "H", "H", "H", "H", "H", "H", "H", "H", "C", "O", "P", "O", "O", "C", "O", "C", "H", "H", "H", "H", "H", "H", "H", "H", "H", "C", "O", "P", "O", "O", "C", "O", "C", "H", "H", "H", "H", "H", "H", "H", "H", "H", "C", "O", "P", "O", "O", "C", "O", "C", "H", "H", "H", "H", "H", "H", "H", "H", "H", "C", "O", "P", "O", "O", "C", "O", "C", "H", "H", "H", "H", "H", "H", "H", "H", "H", "C", "C", "O", "C", "O", "O", "F", "H", "H", "H", "C", "C", "O", "C", "O", "O", "F", "H", "H", "H", "C", "C", "O", "C", "O", "O", "F", "H", "H", "H", "C", "C", "O", "C", "O", "O", "F", "H", "H", "H", "C", "C", "O", "C", "O", "O", "F", "H", "H", "H"],
  "positions_angstrom": [[4.67689, 6.91692, -1.15548], [4.09371, 7.69122, 0.08808], [2.61055, 7.93000, -0.23658], [2.00065, 8.46317, 0.89339], [0.62470, 8.77927, 0.71763], [4.22228, 6.78508, 1.24227], [5.74151, 6.74293, -0.99917], [4.52471, 7.58447, -2.00360], [4.22060, 5.97790, -1.46876], [4.71285, 8.57670, 0.23191], [2.09642, 7.01620, -0.53448], [2.59843, 8.61657, -1.08308], [0.00201, 7.92504, 0.45183], [0.41162, 9.38722, -0.16162], [0.29396, 9.38268, 1.56298], [3.76301, 7.16921, 2.05567], [3.59963, 6.02028, 1.02437], [4.20594, 3.39708, 11.00373], [4.94568, 2.02149, 11.15844], [6.02670, 1.83199, 10.07324], [5.42160, 1.87743, 8.75618], [6.28934, 2.04059, 7.63249], [5.41885, 1.83422, 12.49136], [4.88127, 4.21979, 11.23854], [3.39521, 3.52951, 11.72017], [3.80760, 3.54111, 9.99939], [4.30752, 1.14642, 11.03548], [6.57096, 0.90075, 10.23032], [6.76579, 2.61676, 10.23443], [5.70116, 2.02048, 6.71502], [7.04744, 1.25822, 7.59673], [6.78305, 3.00985, 7.70212], [6.01658, 1.02457, 12.57672], [6.10937, 2.53655, 12.71501], [5.23470, 3.74343, -10.84991], [4.16362, 3.07808, -10.24168], [3.27152, 3.73553, -9.04864], [4.07792, 4.66631, -8.26236], [2.60602, 2.47997, -8.22739], [3.29130, 1.61401, -7.42269], [2.04129, 4.36381, -9.82763], [1.22871, 3.58808, -10.69110], [4.94051, 4.15938, -11.81351], [6.11233, 3.15284, -11.11277], [5.57521, 4.65983, -10.36786], [3.91216, 0.95407, -8.02857], [2.58672, 1.08661, -6.77962], [3.86440, 2.09605, -6.63066], [1.58017, 3.71960, -11.71447], [0.17408, 3.79009, -10.50395], [1.33120, 2.51303, -10.54324], [0.84537, -5.56738, -7.93500], [1.68817, -5.79144, -9.00071], [1.42495, -7.10608, -9.87579], [1.17755, -8.32517, -9.05883], [0.18332, -6.73870, -10.85087], [-0.16372, -7.49827, -11.94054], [2.63570, -7.08623, -10.98951], [3.95597, -6.95809, -10.52151], [-0.04350, -6.19806, -7.91908], [0.59954, -4.50686, -7.88022], [1.40852, -5.81613, -7.03552], [-0.95149, -8.22881, -11.75663], [0.72552, -7.92463, -12.40482], [-0.41359, -6.75868, -12.70126], [4.12284, -6.27624, -9.68763], [4.52849, -6.72429, -11.41908], [4.21804, -7.94750, -10.14671], [-1.81641, 11.93148, -6.58091], [-1.30646, 11.00748, -5.75446], [-1.25582, 9.47422, -6.26350], [-2.45049, 8.98699, -7.08654], [0.13070, 9.38777, -7.05895], [1.31256, 10.01040, -6.54655], [-1.01147, 8.47042, -4.96572], [-0.50628, 7.11861, -5.17706], [-1.22506, 12.84506, -6.51958], [-2.83850, 12.21425, -6.32892], [-1.69520, 11.72670, -7.64461], [1.38624, 9.99749, -5.45913], [1.39470, 11.06444, -6.81182], [2.27057, 9.58723, -6.84863], [-1.07625, 6.48291, -4.49948], [0.54751, 7.05723, -4.90530], [-0.76508, 6.83711, -6.19780], [-1.51531, 7.22959, 9.76461], [-2.13810, 7.26860, 8.51693], [-2.51541, 5.89309, 7.80618], [-3.45628, 5.08219, 8.58873], [-3.05101, 6.25858, 6.33659], [-3.72723, 5.22850, 5.56814], [-1.08776, 5.25007, 7.48431], [-0.16733, 5.94325, 6.66511], [-0.45389, 7.43886, 9.63155], [-1.44734, 6.22767, 10.18843], [-2.01608, 7.89868, 10.46437], [-3.56749, 5.34509, 4.49623], [-4.77423, 5.48973, 5.72194], [-3.55497, 4.20256, 5.89354], [-0.46414, 6.98459, 6.54023], [-0.01918, 5.52529, 5.66940], [0.80175, 5.92198, 7.16365], [3.12733, -6.54881, 2.77182], [4.02961, -6.11240, 3.78909], [4.76907, -7.19555, 4.73473], [3.90298, -8.24630, 5.33566], [6.08499, -7.78957, 3.91672], [7.07504, -6.95089, 3.28653], [5.39955, -6.27651, 5.93338], [4.60834, -5.28543, 6.47214], [2.20895, -5.99334, 2.96186], [2.85789, -7.60497, 2.76560], [3.57089, -6.28862, 1.81075], [6.75630, -5.91543, 3.16678], [7.36874, -7.36626, 2.32252], [8.01986, -7.15945, 3.78841], [4.86636, -5.12061, 7.51826], [3.56264, -5.57478, 6.36775], [4.84233, -4.37886, 5.91403], [-7.83102, -1.15899, 3.13541], [-8.69314, -0.98421, 2.02389], [-8.20168, -0.49433, 0.56255], [-7.63484, 0.88595, 0.56881], [-7.13531, -1.61993, 0.08969], [-7.45730, -2.98164, -0.12835], [-9.48549, -0.81872, -0.35811], [-9.59853, -0.38324, -1.67114], [-6.81082, -1.43211, 2.86579], [-8.06891, -1.92302, 3.87552], [-7.78484, -0.19841, 3.64849], [-8.01399, -3.15720, -1.04889], [-8.04880, -3.23076, 0.75265], [-6.57600, -3.61881, -0.20191], [-9.71231, -1.19524, -2.38933], [-8.80834, 0.28605, -2.01134], [-10.52887, 0.17694, -1.76497], [-1.42631, 0.16543, -0.82333], [-0.99209, -1.14049, -0.13110], [0.08496, -0.66468, 0.67992], [0.21297, 0.68472, 0.55591], [0.90425, 1.36386, 1.36869], [-0.50575, 1.13288, -0.42251], [-0.50617, -2.11195, -0.93674], [-2.39863, 0.50282, -0.46437], [-1.44186, 0.12097, -1.91231], [-1.90285, -1.55176, 0.30416], [-3.74924, -8.12980, 7.14805], [-2.95791, -8.98149, 6.20347], [-2.68443, -8.01346, 5.22435], [-3.64049, -7.05575, 5.20511], [-3.72323, -6.08900, 4.38930], [-4.34602, -7.17427, 6.33340], [-3.61875, -9.96458, 5.62984], [-3.07577, -7.75826, 7.92038], [-4.51280, -8.68874, 7.68902], [-2.08794, -9.44646, 6.66721], [0.18559, -0.58316, 8.81992], [-0.63041, -0.90773, 7.60789], [-1.90110, -0.98554, 8.16684], [-1.76894, -1.51104, 9.39896], [-2.72207, -1.89756, 10.07033], [-0.48527, -1.36844, 9.79934], [-0.24944, -2.06949, 7.11670], [0.20529, 0.43554, 9.20717], [1.19462, -0.96297, 8.65961], [-0.61947, -0.11368, 6.86125], [-2.02441, -11.08627, -0.31643], [-1.24839, -11.68498, -1.44086], [-1.01625, -10.53179, -2.10158], [-1.95937, -9.60435, -1.88198], [-1.97896, -8.51782, -2.39711], [-2.75712, -10.04300, -0.86674], [-1.99037, -12.59360, -2.19086], [-1.52580, -10.73125, 0.58549], [-2.82687, -11.80318, -0.14271], [-0.32063, -12.18625, -1.16501], [-5.61438, -4.36351, -8.63273], [-6.52109, -4.96349, -7.59342], [-6.69732, -3.97127, -6.64452], [-5.77995, -2.97556, -6.85912], [-5.50951, -2.02023, -6.16157], [-5.07943, -3.23948, -7.95100], [-5.95574, -5.93260, -6.96532], [-6.23819, -4.17958, -9.50744], [-4.77333, -4.92156, -9.04425], [-7.44668, -5.33866, -8.03002]]
}